(1)
Density functional theory data (ωB97M-V/def2-TZVPD) for a structure of composition C36H28AuFOP2S.

Values from the calculation:
* HOMO: -13.8 eV
* HOMO-LUMO gap: 7.44 eV
* calculated total energy: -2779.83058 a.u.
* charge: +2

Positions of all 70 atoms, in Å:
Au (2.06364, -0.29019, -0.47988)
O (0.59004, 2.39091, 2.34909)
S (0.30995, 1.09525, 1.69894)
C (-0.72436, 0.16287, 2.83917)
C (-1.30907, 0.89149, 3.85589)
C (-2.17661, 0.27167, 4.75196)
C (-2.45783, -1.07747, 4.63216)
C (-1.82237, -1.83404, 3.65367)
C (-0.93747, -1.22090, 2.75816)
P (-0.15886, -2.33894, 1.62417)
C (-0.78916, -2.26622, -0.01981)
C (-1.89148, -1.45694, -0.29997)
C (-2.33501, -1.33775, -1.60843)
C (-1.68185, -2.02203, -2.62258)
C (-0.58233, -2.83160, -2.34572)
C (-0.13093, -2.95939, -1.04651)
C (-0.03836, -3.94611, 2.31863)
C (-0.62620, -5.03928, 1.67852)
C (-0.51087, -6.29791, 2.24822)
C (0.18774, -6.45730, 3.43557)
C (0.77306, -5.36593, 4.07259)
C (0.65941, -4.10401, 3.52479)
C (-0.91279, 1.42374, 0.40679)
C (-2.26793, 1.50416, 0.68915)
C (-3.16872, 1.90355, -0.28950)
C (-2.71176, 2.23283, -1.55320)
C (-1.35586, 2.15891, -1.84395)
C (-0.43656, 1.75643, -0.87780)
P (1.31867, 1.67396, -1.36926)
C (2.18290, 3.10428, -0.73700)
C (3.56130, 3.18049, -0.95985)
C (4.26209, 4.28786, -0.52391)
C (3.59485, 5.31308, 0.14107)
C (2.23018, 5.23337, 0.36652)
C (1.51553, 4.12726, -0.07151)
C (1.38830, 1.71150, -3.16017)
C (1.21023, 0.53273, -3.88349)
C (1.20047, 0.56994, -5.26701)
C (1.37553, 1.77989, -5.92818)
C (1.56192, 2.95261, -5.20965)
C (1.56833, 2.92486, -3.82320)
H (-1.07873, 1.94791, 3.92444)
H (-2.63634, 0.85127, 5.54123)
H (-3.14334, -1.55605, 5.31786)
H (-1.99954, -2.89928, 3.60892)
H (-2.39428, -0.92269, 0.49646)
H (-3.19096, -0.71672, -1.83459)
H (-2.03536, -1.93494, -3.64162)
H (-0.08825, -3.36729, -3.14479)
H (0.72047, -3.59406, -0.82675)
H (-1.17560, -4.91105, 0.75481)
H (-0.96567, -7.15195, 1.76621)
H (0.27726, -7.44170, 3.87514)
H (1.31446, -5.50461, 4.99805)
H (1.10884, -3.25532, 4.02580)
H (-2.63335, 1.26347, 1.67846)
H (-4.22268, 1.96694, -0.05417)
H (-3.40397, 2.55621, -2.31885)
H (-1.01757, 2.41525, -2.83922)
H (4.08059, 2.38204, -1.47831)
H (5.32732, 4.35341, -0.69726)
H (4.14748, 6.17643, 0.48639)
H (1.71626, 6.02922, 0.88750)
H (0.45163, 4.07183, 0.11702)
H (1.09169, -0.41182, -3.36257)
H (1.07176, -0.34273, -5.83295)
H (1.37754, 1.80603, -7.00951)
H (1.70769, 3.89019, -5.72829)
H (1.71871, 3.83949, -3.26356)
F (1.34620, -1.87711, 1.42968)

The computed natural (NBO) charges, all in e, follow: number 1, Au, carries 0.461; number 2, O, carries -0.927; number 3, S, carries 1.263; number 4, C, carries -0.218; number 5, C, carries -0.193; number 6, C, carries -0.131; number 7, C, carries -0.206; number 8, C, carries -0.084; number 9, C, carries -0.529; number 10, P, carries 2.006; number 11, C, carries -0.535; number 12, C, carries -0.150; number 13, C, carries -0.198; number 14, C, carries -0.139; number 15, C, carries -0.225; number 16, C, carries -0.118; number 17, C, carries -0.542; number 18, C, carries -0.146; number 19, C, carries -0.200; number 20, C, carries -0.126; number 21, C, carries -0.212; number 22, C, carries -0.096; number 23, C, carries -0.156; number 24, C, carries -0.240; number 25, C, carries -0.172; number 26, C, carries -0.192; number 27, C, carries -0.123; number 28, C, carries -0.433; number 29, P, carries 1.051; number 30, C, carries -0.467; number 31, C, carries -0.123; number 32, C, carries -0.214; number 33, C, carries -0.154; number 34, C, carries -0.183; number 35, C, carries -0.169; number 36, C, carries -0.347; number 37, C, carries -0.219; number 38, C, carries -0.190; number 39, C, carries -0.160; number 40, C, carries -0.194; number 41, C, carries -0.200; number 42, H, carries 0.274; number 43, H, carries 0.250; number 44, H, carries 0.250; number 45, H, carries 0.234; number 46, H, carries 0.239; number 47, H, carries 0.243; number 48, H, carries 0.243; number 49, H, carries 0.245; number 50, H, carries 0.228; number 51, H, carries 0.234; number 52, H, carries 0.246; number 53, H, carries 0.246; number 54, H, carries 0.247; number 55, H, carries 0.225; number 56, H, carries 0.238; number 57, H, carries 0.243; number 58, H, carries 0.244; number 59, H, carries 0.233; number 60, H, carries 0.216; number 61, H, carries 0.238; number 62, H, carries 0.238; number 63, H, carries 0.236; number 64, H, carries 0.227; number 65, H, carries 0.215; number 66, H, carries 0.231; number 67, H, carries 0.239; number 68, H, carries 0.241; number 69, H, carries 0.236; number 70, F, carries -0.553


(2)
Density functional theory data (ωB97M-V/def2-TZVPD) for a structure of composition C52H47FN2PSn.

Values from the calculation:
* HOMO: -10.0 eV
* HOMO-LUMO gap: 7.26 eV
* calculated total energy: -2774.60816 a.u.
* charge: +1

Positions of all 104 atoms, in Å:
Sn (0.19720, 0.06549, 0.07520)
C (0.02361, -6.01985, 2.62029)
C (0.74653, -5.43481, 1.58929)
C (0.71928, -4.06193, 1.41110)
C (-0.03595, -3.26594, 2.27216)
C (-0.75066, -3.85475, 3.31533)
C (-0.72089, -5.23095, 3.48323)
P (0.01841, -1.46325, 2.13782)
C (-1.31893, -0.78387, 3.14175)
C (-1.05458, 0.14704, 4.14190)
C (-2.09369, 0.63676, 4.92065)
C (-3.39112, 0.20192, 4.70202)
C (-3.65987, -0.71579, 3.69254)
C (-2.62885, -1.20842, 2.91197)
C (1.57585, -0.92840, 2.87181)
C (2.00349, -1.51120, 4.03757)
C (3.20327, -1.10349, 4.64934)
C (3.96252, -0.13054, 4.06600)
C (3.57159, 0.47441, 2.84721)
C (4.38247, 1.45725, 2.22743)
C (4.02225, 2.01363, 1.03751)
C (2.82174, 1.61717, 0.40835)
C (1.99152, 0.69585, 0.99234)
C (2.35625, 0.08665, 2.23043)
H (0.04580, -7.09317, 2.75431)
H (1.33432, -6.04997, 0.92132)
H (1.29483, -3.61914, 0.61250)
H (-1.33447, -3.24300, 3.99039)
H (-1.28015, -5.68453, 4.29036)
H (-0.04412, 0.49418, 4.31708)
H (-1.88377, 1.36093, 5.69621)
H (-4.19813, 0.58038, 5.31569)
H (-4.67270, -1.05217, 3.51525)
H (-2.84713, -1.93122, 2.13541)
H (1.41338, -2.29516, 4.49830)
H (3.51742, -1.56699, 5.57423)
H (4.89091, 0.18748, 4.52445)
H (5.30451, 1.74911, 2.71502)
H (4.65261, 2.75532, 0.56516)
H (2.56167, 2.07047, -0.54250)
C (-1.24510, 3.62930, -2.38402)
C (-1.00388, 2.19968, -2.87042)
C (-1.85544, 1.93110, -4.11564)
C (0.47105, 1.93447, -3.11933)
C (1.18875, 2.84744, -3.88890)
C (2.52272, 2.64676, -4.18566)
C (3.17579, 1.52070, -3.70528)
C (2.50652, 0.58503, -2.92901)
C (3.24356, -0.65850, -2.45656)
C (4.69845, -0.38671, -2.07280)
C (3.19763, -1.75603, -3.52646)
C (1.14421, 0.80122, -2.64343)
N (0.44875, -0.23701, -1.91286)
C (-0.12519, -1.24204, -2.69332)
C (-0.31157, -1.17166, -4.07862)
C (-0.85600, -2.24092, -4.77130)
C (-1.22588, -3.41477, -4.13099)
C (-1.02503, -3.52801, -2.75817)
C (-0.47777, -2.44965, -2.11615)
F (-0.21463, -2.53135, -0.77300)
H (-2.28211, 3.73929, -2.06605)
H (-1.07591, 4.35685, -3.18031)
H (-0.60208, 3.89232, -1.54343)
H (-1.33837, 1.52349, -2.08629)
H (-1.47185, 2.48772, -4.97396)
H (-2.88212, 2.25547, -3.93651)
H (-1.88500, 0.87479, -4.37501)
H (0.68410, 3.72444, -4.27476)
H (3.05614, 3.36497, -4.79459)
H (4.22176, 1.37299, -3.93881)
H (2.73039, -1.03483, -1.56791)
H (5.32165, -0.22133, -2.95355)
H (5.11022, -1.24979, -1.54796)
H (4.79847, 0.48211, -1.42527)
H (3.73198, -1.43027, -4.42173)
H (2.17803, -2.00540, -3.81532)
H (3.68157, -2.66316, -3.15957)
H (-0.01768, -0.27847, -4.61137)
H (-0.98987, -2.14943, -5.84116)
H (-1.64841, -4.23905, -4.68748)
H (-1.26681, -4.42409, -2.20388)
C (-1.06071, 4.51496, 3.01990)
C (-0.05384, 4.19337, 2.12259)
C (-0.20325, 3.11794, 1.25958)
C (-1.34921, 2.32557, 1.29499)
C (-2.35379, 2.64833, 2.20604)
C (-2.21091, 3.73841, 3.04876)
N (-1.45264, 1.18492, 0.46303)
C (-2.68202, 0.80336, -0.10583)
C (-2.90273, -0.51709, -0.48471)
C (-4.05049, -0.89068, -1.17295)
C (-5.02327, 0.04781, -1.46900)
C (-4.82436, 1.36540, -1.07256)
C (-3.67087, 1.74644, -0.41053)
H (-0.95565, 5.36392, 3.68148)
H (0.84585, 4.79314, 2.07198)
H (0.57413, 2.91988, 0.53138)
H (-3.23826, 2.02768, 2.27120)
H (-3.00539, 3.97311, 3.74610)
H (-2.19514, -1.29605, -0.22425)
H (-4.17693, -1.92504, -1.46665)
H (-5.92114, -0.23710, -1.99961)
H (-5.57068, 2.11584, -1.30083)
H (-3.52615, 2.78269, -0.13974)

These are the Löwdin partial charges, in e, on atoms 1 to 99: number 1, Sn, carries 1.372; number 2, C, carries -0.058; number 3, C, carries -0.057; number 4, C, carries -0.087; number 5, C, carries -0.340; number 6, C, carries -0.081; number 7, C, carries -0.058; number 8, P, carries 1.067; number 9, C, carries -0.361; number 10, C, carries -0.065; number 11, C, carries -0.066; number 12, C, carries -0.062; number 13, C, carries -0.056; number 14, C, carries -0.101; number 15, C, carries -0.313; number 16, C, carries -0.059; number 17, C, carries -0.045; number 18, C, carries -0.003; number 19, C, carries -0.148; number 20, C, carries -0.006; number 21, C, carries -0.051; number 22, C, carries -0.115; number 23, C, carries -0.240; number 24, C, carries -0.183; number 25, H, carries 0.113; number 26, H, carries 0.113; number 27, H, carries 0.104; number 28, H, carries 0.106; number 29, H, carries 0.113; number 30, H, carries 0.113; number 31, H, carries 0.116; number 32, H, carries 0.114; number 33, H, carries 0.115; number 34, H, carries 0.112; number 35, H, carries 0.117; number 36, H, carries 0.115; number 37, H, carries 0.123; number 38, H, carries 0.123; number 39, H, carries 0.117; number 40, H, carries 0.103; number 41, C, carries -0.051; number 42, C, carries -0.364; number 43, C, carries -0.035; number 44, C, carries -0.140; number 45, C, carries -0.025; number 46, C, carries -0.046; number 47, C, carries -0.023; number 48, C, carries -0.147; number 49, C, carries -0.367; number 50, C, carries -0.064; number 51, C, carries -0.037; number 52, C, carries -0.216; number 53, N, carries -0.094; number 54, C, carries -0.234; number 55, C, carries -0.026; number 56, C, carries -0.067; number 57, C, carries -0.073; number 58, C, carries -0.001; number 59, C, carries -0.232; number 60, F, carries -0.046; number 61, H, carries 0.074; number 62, H, carries 0.080; number 63, H, carries 0.075; number 64, H, carries 0.088; number 65, H, carries 0.088; number 66, H, carries 0.084; number 67, H, carries 0.061; number 68, H, carries 0.115; number 69, H, carries 0.111; number 70, H, carries 0.113; number 71, H, carries 0.112; number 72, H, carries 0.078; number 73, H, carries 0.085; number 74, H, carries 0.067; number 75, H, carries 0.091; number 76, H, carries 0.064; number 77, H, carries 0.086; number 78, H, carries 0.120; number 79, H, carries 0.113; number 80, H, carries 0.108; number 81, H, carries 0.124; number 82, C, carries -0.083; number 83, C, carries -0.066; number 84, C, carries -0.057; number 85, C, carries -0.299; number 86, C, carries -0.047; number 87, C, carries -0.072; number 88, N, carries -0.109; number 89, C, carries -0.317; number 90, C, carries -0.073; number 91, C, carries -0.066; number 92, C, carries -0.083; number 93, C, carries -0.065; number 94, C, carries -0.037; number 95, H, carries 0.105; number 96, H, carries 0.109; number 97, H, carries 0.076; number 98, H, carries 0.115; number 99, H, carries 0.110